[1]
{"formula": "C8H17F4N2O3P", "method": "ωB97M-V/def2-TZVPD", "species": ["C", "N", "C", "P", "C", "O", "O", "C", "F", "F", "C", "F", "F", "H", "H", "H", "H", "H", "H", "H", "H", "H", "C", "C", "O", "N", "C", "H", "H", "H", "H", "H", "H", "H", "H"], "positions_angstrom": [[-3.005, 1.634, 1.666], [-1.767, 0.848, 1.577], [-0.622, 1.616, 2.097], [0.979, 1.328, 1.165], [1.579, 0.120, 2.501], [2.052, 0.640, 3.524], [1.532, -1.127, 2.349], [0.534, 2.606, -0.257], [0.934, 2.028, -1.460], [-0.797, 2.938, -0.359], [1.275, 3.968, -0.154], [0.949, 4.492, 1.055], [2.609, 3.838, -0.320], [-3.011, 2.342, 2.516], [-3.887, 0.973, 1.726], [-3.119, 2.225, 0.742], [-1.870, -0.039, 2.052], [-0.434, 1.265, 3.129], [-0.828, 2.694, 2.205], [2.081, 2.170, 1.515], [1.211, 0.314, 0.184], [0.921, 4.646, -0.951], [-0.396, -1.592, -2.991], [0.089, -2.405, -1.837], [0.570, -1.995, -0.844], [-0.073, -3.899, -1.878], [1.118, -4.658, -1.373], [-0.622, -0.586, -2.643], [0.376, -1.548, -3.762], [-1.307, -2.026, -3.413], [-0.399, -4.214, -2.791], [-0.817, -4.070, -1.192], [1.952, -4.483, -2.047], [0.851, -5.712, -1.370], [1.343, -4.331, -0.361]], "e_homo_ev": -5.5, "charge": 0, "largest_force_ha_per_bohr": 0.040, "spin_multiplicity": 1}

=====

[2]
{"formula": "C21H27MnN11O6P", "method": "ωB97M-V/def2-TZVPD", "species": ["Mn", "O", "C", "N", "C", "C", "C", "C", "C", "C", "N", "C", "O", "C", "C", "C", "C", "C", "N", "C", "C", "C", "C", "C", "N", "H", "H", "H", "H", "H", "H", "H", "H", "H", "H", "H", "H", "N", "N", "C", "N", "N", "N", "O", "O", "H", "H", "H", "H", "H", "N", "C", "P", "O", "O", "C", "N", "H", "H", "H", "H", "H", "H", "H", "H", "H", "H"], "positions_angstrom": [[0.086, -0.166, 0.370], [1.713, -3.314, -1.476], [1.104, -2.237, -1.562], [1.452, -1.085, -0.965], [2.806, -0.897, -0.580], [3.877, -1.517, -1.230], [5.186, -1.233, -0.873], [5.445, -0.313, 0.131], [4.398, 0.331, 0.768], [3.071, 0.053, 0.425], [1.959, 0.723, 0.959], [2.001, 1.261, 2.167], [2.884, 1.181, 3.040], [0.750, 2.046, 2.545], [0.804, 2.874, 3.662], [-0.328, 3.581, 4.038], [-1.489, 3.422, 3.296], [-1.451, 2.572, 2.202], [-0.366, 1.904, 1.820], [-0.156, -2.238, -2.412], [-0.647, -3.474, -2.822], [-1.743, -3.519, -3.666], [-2.300, -2.324, -4.096], [-1.743, -1.143, -3.635], [-0.706, -1.084, -2.799], [3.679, -2.220, -2.025], [5.998, -1.722, -1.395], [6.464, -0.080, 0.411], [4.597, 1.061, 1.537], [1.743, 2.954, 4.192], [-0.306, 4.249, 4.890], [-2.401, 3.945, 3.546], [-2.355, 2.421, 1.618], [-0.146, -4.367, -2.478], [-2.143, -4.468, -3.998], [-3.135, -2.304, -4.782], [-2.143, -0.188, -3.968], [-1.627, 0.799, -0.784], [-2.852, 0.116, -0.766], [-2.881, -1.186, -0.348], [-4.013, -1.846, -0.558], [-1.768, -1.630, 0.218], [-1.677, -2.959, 0.541], [-0.544, -3.358, 0.700], [-2.662, -3.675, 0.607], [-1.777, 1.761, -0.509], [-1.194, 0.735, -1.709], [-3.524, 0.373, -1.472], [-4.779, -1.411, -1.041], [-4.085, -2.794, -0.219], [0.210, -0.233, 5.040], [1.405, -1.068, 4.667], [0.771, -2.055, 3.231], [0.050, -3.238, 3.741], [0.050, -0.995, 2.419], [2.370, -2.528, 2.451], [2.222, -3.493, 1.323], [-0.540, -0.823, 5.405], [-0.128, 0.203, 4.166], [0.432, 0.495, 5.717], [1.686, -1.678, 5.521], [2.195, -0.376, 4.369], [2.953, -3.014, 3.233], [2.903, -1.644, 2.097], [2.033, -3.044, 0.413], [1.450, -4.147, 1.476], [3.077, -4.029, 1.180]], "e_homo_ev": [-9.4, -9.5], "charge": 1, "largest_force_ha_per_bohr": 0.012, "s_squared": 8.75, "spin_multiplicity": 6}

=====

[3]
{"formula": "C8H10", "method": "ωB97M-V/def2-TZVPD", "species": ["C", "C", "C", "C", "C", "C", "C", "C", "H", "H", "H", "H", "H", "H", "H", "H", "H", "H"], "positions_angstrom": [[-0.175, -0.931, 1.752], [0.576, -1.822, 1.203], [1.615, -1.385, 0.382], [2.253, -0.182, 0.722], [1.737, 0.560, 1.827], [0.435, 0.300, 2.334], [-2.244, 0.431, -2.811], [-1.898, 1.716, -2.317], [-1.261, -1.265, 2.001], [0.177, -2.757, 0.658], [2.049, -1.962, -0.308], [3.090, 0.217, 0.198], [2.240, 1.372, 2.156], [-0.121, 1.068, 2.907], [-1.475, 0.178, -3.707], [-3.403, -0.104, -2.787], [-1.086, 2.343, -2.731], [-2.510, 2.223, -1.480]], "e_homo_ev": -8.9, "charge": 0, "relative_energy_kcal_mol": 102.7, "largest_force_ha_per_bohr": 0.160, "spin_multiplicity": 1}